No. 1
13
Properties=species:S:1:pos:R:3:forces:R:3:lowdin_charge:R:1 method="wB97M-V/def2-TZVPD" homo_lumo_gap_ev=8.37 smiles="Cl[C@H]1CC=CC=P1" de_lowest_kj_mol=0.0
C 0.881 0.486 -1.106 0.4 -0.5 -0.3 -0.211
C 0.875 -0.682 -0.454 0.0 0.2 0.1 -0.132
C 0.182 1.653 -0.661 -0.9 0.4 0.7 -0.461
C 0.177 -0.853 0.861 -0.1 -0.1 -0.2 -0.307
C -1.226 -0.297 0.828 0.2 2.3 -0.2 -0.875
P -1.118 1.714 0.410 0.4 -1.9 0.1 0.946
Cl -2.218 -1.057 -0.432 -0.3 -0.2 -0.1 0.534
H 1.441 0.580 -2.029 0.0 -0.1 0.0 0.099
H 1.398 -1.535 -0.856 0.2 0.0 -0.1 0.103
H 0.468 2.597 -1.115 0.0 0.0 0.0 0.034
H 0.166 -1.905 1.153 0.0 0.0 0.0 0.107
H 0.728 -0.290 1.626 0.0 0.0 0.1 0.118
H -1.753 -0.413 1.774 0.1 0.0 -0.1 0.046



No. 2
105
Properties=species:S:1:pos:R:3:forces:R:3:lowdin_charge:R:1 method="wB97M-V/def2-TZVPD" homo_lumo_gap_ev="7.50 / 2.65" charge=+1 spin_multiplicity=2
C 12.206 3.571 -10.241 0.8 -0.6 0.8 -0.047
O 12.860 4.487 -9.294 -1.1 0.2 -0.4 -0.196
C 11.896 5.069 -8.402 1.0 0.5 -0.7 -0.183
C 12.471 6.409 -7.933 -1.7 -0.1 1.1 -0.110
N 13.346 6.452 -6.756 1.9 0.3 -3.8 0.203
C 14.450 5.479 -6.849 -0.5 -0.5 2.9 -0.096
C 15.700 5.770 -5.991 0.1 1.3 -1.1 -0.169
O 16.398 6.848 -6.689 1.0 -0.9 0.7 -0.199
C 17.639 7.251 -5.993 -1.0 -0.1 0.8 -0.057
H 12.930 3.096 -10.904 0.6 0.3 0.4 0.090
H 11.501 4.028 -10.935 -0.4 0.3 0.7 0.083
H 11.827 2.782 -9.592 -0.8 0.0 -0.6 0.090
H 11.595 4.464 -7.547 0.5 -0.4 0.3 0.142
H 10.922 5.256 -8.855 0.2 0.2 -0.5 0.092
H 11.650 7.118 -7.826 -0.4 0.0 0.7 0.139
H 13.044 7.047 -8.606 0.6 -0.5 -0.9 0.159
H 13.752 7.376 -6.808 0.0 1.0 1.5 0.158
H 14.680 5.284 -7.897 -0.1 0.0 -0.1 0.153
H 13.914 4.641 -6.404 0.5 -1.0 -0.4 0.151
H 16.238 4.829 -5.878 0.5 0.0 -0.6 0.132
H 15.521 6.054 -4.954 -0.6 0.3 0.0 0.126
H 18.391 6.477 -5.840 -0.4 -0.6 -0.4 0.089
H 17.314 7.566 -5.001 0.2 0.1 0.2 0.082
H 18.190 8.090 -6.419 -0.8 0.0 -0.7 0.090
C 5.797 10.057 -9.767 -0.6 0.4 -0.3 -0.101
O 6.870 9.986 -10.707 0.8 -0.2 -0.2 -0.228
C 7.230 11.222 -11.376 0.5 -0.4 0.3 -0.153
C 8.548 11.139 -12.251 -1.1 0.3 0.8 -0.176
N 9.685 10.862 -11.393 -0.6 -0.5 0.6 -0.062
C 10.935 10.615 -12.051 0.7 0.2 0.1 -0.213
C 10.995 9.289 -12.823 -0.8 1.5 -0.7 -0.204
O 10.519 8.161 -12.113 1.5 0.1 2.0 -0.224
C 11.459 7.800 -11.052 0.4 -0.4 -1.0 -0.065
H 5.962 10.769 -8.958 0.2 0.5 -0.2 0.081
H 5.536 9.137 -9.245 1.0 -0.6 -0.4 0.067
H 4.856 10.262 -10.278 0.0 0.6 -0.2 0.091
H 7.477 11.961 -10.613 -0.2 0.2 0.1 0.115
H 6.367 11.564 -11.947 0.1 0.1 -0.3 0.120
H 8.713 12.145 -12.638 -0.3 0.1 -0.3 0.122
H 8.468 10.452 -13.094 -0.3 -0.2 -0.1 0.098
H 9.437 10.016 -10.900 0.1 -0.1 0.5 0.077
H 11.744 10.745 -11.332 0.1 -0.5 0.4 0.109
H 11.163 11.454 -12.708 -0.2 -0.1 -0.6 0.127
H 11.969 9.172 -13.298 0.2 -0.5 0.2 0.131
H 10.273 9.440 -13.626 0.1 -0.4 -0.3 0.112
H 11.605 8.475 -10.209 -0.9 0.6 0.0 0.084
H 12.456 7.773 -11.493 0.1 -0.3 -0.2 0.097
H 11.216 6.808 -10.671 -0.2 0.2 -0.2 0.063
C 4.735 6.237 -10.752 -0.5 -0.6 0.5 -0.114
O 5.143 5.818 -12.014 1.2 1.5 -1.6 -0.201
C 6.050 4.711 -12.051 -1.6 0.6 0.6 -0.211
C 6.052 4.232 -13.492 0.5 -0.9 0.0 -0.166
N 6.654 2.872 -13.648 -0.1 0.5 0.9 -0.044
C 8.115 2.864 -13.573 0.1 -0.1 -0.6 -0.220
C 8.679 1.459 -13.685 0.3 -0.7 0.5 -0.158
O 8.408 0.596 -12.527 -1.0 2.0 -0.5 -0.255
C 8.295 -0.751 -12.826 1.1 -0.6 -0.8 -0.119
H 4.139 7.149 -10.727 0.4 0.3 -0.8 0.086
H 5.573 6.369 -10.068 -0.1 -0.2 0.3 0.071
H 3.995 5.496 -10.448 0.3 -0.3 1.0 0.093
H 5.540 4.087 -11.317 0.3 -1.4 -0.2 0.117
H 7.055 4.859 -11.656 0.1 0.7 0.0 0.095
H 6.621 4.910 -14.128 -0.1 0.2 0.1 0.114
H 5.020 4.221 -13.843 0.1 -0.1 -0.1 0.120
H 6.342 2.382 -12.821 -0.3 -0.5 0.0 0.088
H 8.576 3.400 -12.743 -0.1 0.1 0.4 0.103
H 8.440 3.365 -14.485 0.3 0.1 -0.1 0.123
H 9.766 1.424 -13.765 0.2 0.5 -0.1 0.122
H 8.320 1.048 -14.628 -0.5 -0.5 0.2 0.122
H 8.243 -1.348 -11.916 -0.4 0.2 0.0 0.095
H 9.243 -1.016 -13.295 0.1 -0.6 -0.3 0.087
H 7.503 -0.965 -13.544 -0.3 -0.1 0.2 0.096
C 8.425 6.614 -9.139 0.0 -2.7 -0.2 -0.766
O 8.194 5.960 -8.126 -0.1 -0.5 2.4 -0.015
N 8.174 7.841 -9.323 -1.1 5.1 1.4 0.241
N 8.919 6.038 -10.187 1.7 -1.8 -2.4 0.207
H 7.923 8.306 -8.462 -0.3 0.7 -0.4 0.112
H 8.358 8.356 -10.172 -0.4 0.0 0.2 0.101
H 9.115 5.052 -10.092 0.0 -0.5 -0.7 0.078
H 9.050 6.615 -11.006 0.0 -0.8 -0.3 0.094
C 8.189 2.447 -9.492 1.0 1.6 0.7 -0.758
O 9.215 2.961 -9.902 2.0 1.3 -0.9 -0.006
N 7.722 1.343 -9.965 -2.3 -3.9 -1.8 0.195
N 7.523 2.956 -8.477 -1.3 0.5 1.5 0.199
H 8.028 0.975 -10.854 0.7 0.4 -0.2 0.066
H 6.747 1.105 -9.849 0.1 0.1 0.5 0.120
H 7.841 3.821 -8.065 -0.4 0.0 0.0 0.083
H 6.678 2.468 -8.216 0.1 0.7 0.5 0.120
C 5.031 9.299 -6.287 -3.1 -5.5 -4.2 -0.740
O 4.928 8.129 -6.792 0.3 2.1 1.6 -0.023
N 6.086 9.911 -6.044 7.9 2.1 2.1 0.187
N 4.058 10.151 -6.288 -4.8 1.8 0.3 0.171
H 6.963 9.413 -6.097 0.1 0.0 0.2 0.090
H 6.086 10.870 -5.726 0.3 -0.4 -0.1 0.131
H 3.130 9.831 -6.523 0.1 0.3 0.2 0.131
H 4.229 11.060 -5.882 -0.8 -0.2 -0.2 0.116
O 8.255 7.387 -13.455 -0.3 -0.3 -0.1 -0.033
H 9.114 7.645 -13.120 0.3 -0.1 0.1 -0.025
H 7.858 8.206 -13.752 -0.3 0.1 -0.1 0.032
O 5.386 5.505 -7.427 -0.2 -0.9 -0.1 -0.072
H 6.289 5.532 -7.746 0.3 0.1 -0.1 -0.033
H 5.197 6.406 -7.165 -0.1 0.6 0.2 -0.035
O 8.470 7.986 -6.238 0.2 0.9 0.4 -0.041
H 9.366 7.920 -5.907 0.1 0.1 0.2 0.038
H 8.317 7.151 -6.681 -0.4 -1.0 -0.6 -0.001



No. 3
174
Properties=species:S:1:pos:R:3:forces:R:3:lowdin_charge:R:1 method="wB97M-V/def2-TZVPD" homo_lumo_gap_ev=8.47 smiles="COC[C@H](C)N.COC[C@H](C)N.COC[C@H](C)N.COC[C@H](C)N.COC[C@H](C)N.COC[C@H](C)N.COCCNCCOC.COCCNCCOC.NC(N)=O.NC(N)=O.NC(N)=O" de_lowest_kj_mol=302.0
C 2.533 3.011 -3.415 -0.1 -0.2 0.1 -0.673
O 2.070 4.114 -3.662 0.2 -0.3 -0.3 0.012
N 3.319 2.790 -2.289 -0.2 0.2 0.1 0.132
N 2.313 1.855 -4.134 0.5 1.0 0.5 0.161
H 3.995 2.048 -2.301 0.0 -0.1 -0.1 0.084
H 3.602 3.631 -1.815 0.0 0.0 0.0 0.092
H 2.248 1.035 -3.537 -0.3 -0.3 -0.8 0.049
H 1.862 1.966 -5.038 -0.2 -0.5 0.5 0.067
C 1.914 -1.718 -2.227 -0.1 0.7 -1.3 -0.640
O 1.536 -0.646 -2.735 0.2 -0.8 0.8 -0.027
N 2.646 -2.592 -2.998 -0.2 0.0 0.4 0.160
N 1.626 -2.112 -0.962 0.5 0.5 -0.4 0.182
H 2.659 -2.458 -3.999 0.0 0.1 0.3 0.095
H 3.075 -3.400 -2.585 0.0 -0.1 -0.2 0.092
H 1.231 -1.430 -0.310 -0.4 -0.5 -0.3 0.069
H 1.839 -3.052 -0.687 0.0 0.0 0.3 0.095
C 1.827 3.313 4.685 0.6 0.4 -0.7 -0.664
O 1.148 3.476 3.689 -0.3 -0.3 0.3 0.026
N 2.292 4.374 5.438 0.1 -0.5 0.3 0.146
N 2.328 2.097 5.071 0.2 0.1 0.6 0.166
H 2.876 4.188 6.233 -0.1 0.1 0.1 0.084
H 1.800 5.246 5.438 -0.1 0.0 -0.3 0.099
H 2.216 1.274 4.516 -0.2 0.2 -0.2 0.057
H 2.893 2.011 5.898 -0.1 0.0 0.1 0.082
C 3.193 -4.439 5.815 0.8 -0.3 -0.6 -0.093
O 4.479 -4.004 5.382 -0.2 -0.2 0.1 -0.193
C 4.672 -3.974 3.993 0.6 -0.1 -0.5 -0.226
C 5.145 -5.305 3.395 0.0 -0.6 -0.3 -0.205
N 6.400 -5.174 2.648 -0.7 0.5 0.4 -0.062
C 6.857 -6.425 2.117 0.5 -0.8 -0.8 -0.232
C 7.468 -7.431 3.081 0.3 -0.1 0.3 -0.224
O 8.651 -6.821 3.565 0.5 0.4 -0.7 -0.194
C 9.430 -7.568 4.447 0.4 -0.6 0.7 -0.129
H 2.735 -3.543 6.225 -0.6 -0.4 0.3 0.076
H 3.316 -5.276 6.503 0.0 0.4 0.5 0.087
H 2.632 -4.892 4.992 -0.2 0.5 -0.1 0.088
H 5.456 -3.231 3.827 -0.1 0.0 -0.1 0.123
H 3.788 -3.660 3.427 -0.2 0.2 0.3 0.105
H 4.400 -5.683 2.687 0.0 0.0 0.0 0.113
H 5.231 -6.070 4.181 -0.1 0.2 0.2 0.116
H 7.070 -4.773 3.296 0.4 -0.2 -0.3 0.111
H 7.624 -6.286 1.343 0.3 0.5 0.4 0.121
H 6.122 -6.928 1.476 -0.6 0.2 0.6 0.120
H 7.651 -8.343 2.492 0.4 0.0 0.2 0.122
H 6.904 -7.742 3.971 -0.6 0.2 -0.3 0.119
H 9.155 -7.374 5.493 -0.3 -0.2 -0.1 0.088
H 10.493 -7.316 4.402 -0.2 0.4 -0.5 0.085
H 9.405 -8.644 4.240 -0.3 0.0 0.0 0.087
C 0.655 -2.035 4.409 -0.5 -1.2 0.8 -0.117
O 0.158 -1.213 3.395 0.6 -0.2 -0.5 -0.173
C 1.186 -0.560 2.664 0.7 0.0 0.3 -0.209
C 0.546 0.196 1.516 -0.3 -0.1 1.1 -0.181
N -0.326 -0.718 0.768 1.1 1.6 0.1 -0.070
C -1.386 0.004 0.073 -0.9 -2.1 -0.6 -0.178
C -0.926 0.605 -1.249 -0.1 0.1 0.8 -0.227
O -1.800 1.671 -1.557 -0.1 0.0 -0.3 -0.214
C -1.431 2.272 -2.783 1.2 0.0 -0.1 -0.082
H 1.516 -2.678 4.182 0.1 0.5 -0.6 0.065
H -0.134 -2.764 4.614 -0.1 0.2 0.2 0.097
H 0.898 -1.532 5.354 -0.1 0.4 -0.2 0.080
H 1.979 -1.249 2.340 -0.4 -0.4 -0.1 0.122
H 1.698 0.082 3.383 0.0 0.4 -0.4 0.089
H 1.268 0.687 0.863 0.2 -0.1 0.1 0.124
H -0.002 0.995 2.034 -0.3 0.1 -0.4 0.119
H -0.619 -1.463 1.380 -0.6 0.2 0.0 0.107
H -1.989 0.737 0.621 0.5 0.1 0.4 0.107
H -2.061 -0.839 -0.143 -0.5 0.5 -0.3 0.111
H -0.941 -0.147 -2.042 0.2 0.0 0.0 0.101
H 0.096 0.979 -1.117 0.0 0.0 -0.3 0.115
H -1.812 3.286 -2.833 -0.4 -0.1 0.0 0.057
H -1.686 1.676 -3.667 -0.5 0.0 0.2 0.085
H -0.335 2.357 -2.828 -0.1 0.1 0.1 0.082
C -0.868 -1.563 -7.720 0.2 0.5 -0.2 -0.046
C 0.416 -0.795 -7.347 0.0 -0.6 0.4 -0.400
C 0.063 0.676 -7.099 -0.8 -0.9 0.6 -0.214
O 1.182 1.473 -6.816 0.3 0.4 -0.1 -0.221
C 1.301 2.621 -7.623 0.0 0.6 -0.6 -0.094
N 1.045 -1.344 -6.117 0.1 0.4 -0.2 0.042
H -1.159 -2.266 -6.942 -0.1 0.0 0.0 0.070
H -0.771 -2.092 -8.666 0.1 -0.2 0.1 0.073
H -1.667 -0.833 -7.877 -0.2 -0.2 0.2 0.070
H 1.154 -0.947 -8.137 0.0 0.5 -0.1 0.131
H -0.528 0.628 -6.170 -0.1 0.2 -0.1 0.131
H -0.635 1.044 -7.856 0.5 0.4 -0.3 0.123
H 1.592 2.337 -8.639 -0.3 0.1 -0.1 0.092
H 2.060 3.323 -7.275 0.2 -0.5 0.5 0.092
H 0.381 3.215 -7.619 -0.2 -0.2 -0.2 0.093
H 1.521 -0.538 -5.713 0.4 -0.4 0.2 0.048
H 0.336 -1.569 -5.425 -0.2 0.0 -0.1 0.039
C -1.634 5.721 -1.007 -1.0 -0.7 -0.5 -0.059
C -2.342 5.564 0.329 1.3 -0.2 0.2 -0.416
C -2.528 4.085 0.672 -0.9 0.7 0.0 -0.207
O -3.260 4.088 1.898 0.1 -0.8 -0.5 -0.177
C -3.494 2.775 2.324 0.0 -0.7 0.6 -0.135
N -1.519 6.194 1.375 -0.2 0.5 0.4 0.038
H -0.665 5.222 -1.003 0.2 0.3 0.0 0.086
H -1.599 6.751 -1.356 0.4 0.1 0.3 0.078
H -2.259 5.205 -1.747 0.2 0.0 -0.1 0.042
H -3.305 6.071 0.290 -0.1 -0.1 0.1 0.141
H -1.569 3.559 0.762 0.1 0.2 0.2 0.128
H -3.096 3.537 -0.090 -0.1 0.1 -0.1 0.116
H -2.581 2.295 2.710 0.0 0.3 0.2 0.083
H -3.849 2.061 1.565 -0.1 0.5 -0.4 0.076
H -4.251 2.785 3.109 0.1 0.1 0.1 0.086
H -0.909 5.515 1.824 0.1 -0.1 -0.3 0.067
H -2.094 6.513 2.147 -0.2 0.0 -0.2 0.063
C -1.104 -3.349 -2.942 -0.2 -0.1 1.1 -0.058
C -0.305 -4.639 -2.849 0.1 -0.4 -1.5 -0.433
C -1.016 -5.703 -2.051 -0.5 1.0 1.3 -0.244
O -0.294 -6.909 -2.041 -0.3 0.2 0.2 -0.172
C -1.036 -7.921 -1.411 -0.1 -1.2 -0.2 -0.123
N -0.210 -5.174 -4.220 -0.4 -0.3 0.3 0.049
H -1.070 -2.756 -2.021 0.3 0.0 0.0 0.068
H -2.155 -3.619 -3.059 0.0 0.2 -0.5 0.075
H -0.745 -2.723 -3.752 -0.1 0.0 -0.1 0.062
H 0.693 -4.490 -2.419 -0.1 0.2 0.2 0.108
H -2.070 -5.814 -2.338 0.2 -0.3 -0.7 0.132
H -1.131 -5.326 -1.018 0.3 -0.1 0.1 0.131
H -1.578 -7.645 -0.500 0.3 0.5 0.0 0.087
H -0.346 -8.727 -1.159 0.0 0.1 0.0 0.087
H -1.793 -8.352 -2.080 0.1 0.2 -0.1 0.092
H 0.387 -4.669 -4.858 0.2 0.1 0.2 0.065
H 0.049 -6.151 -4.168 0.2 0.1 -0.3 0.063
C 3.756 2.124 11.153 -0.3 0.0 -0.5 -0.053
C 2.485 2.510 10.398 0.3 1.0 -0.5 -0.454
C 1.918 1.354 9.617 -1.4 -1.1 1.0 -0.244
O 2.748 0.991 8.548 0.8 0.1 -0.1 -0.187
C 2.394 -0.267 8.020 -0.3 0.0 -0.3 -0.120
N 1.550 3.101 11.349 -0.5 -0.8 0.3 0.030
H 4.035 2.972 11.776 0.4 -0.1 0.0 0.073
H 4.537 1.852 10.444 0.2 0.2 0.1 0.077
H 3.583 1.253 11.785 -0.2 0.1 0.1 0.082
H 2.703 3.281 9.637 0.5 -0.2 0.0 0.134
H 0.873 1.516 9.294 0.3 0.5 -0.4 0.129
H 1.761 0.496 10.297 0.5 0.0 0.0 0.131
H 2.952 -0.491 7.109 0.0 0.6 -0.1 0.079
H 1.324 -0.192 7.801 0.0 -0.7 -0.1 0.088
H 2.637 -1.123 8.661 -0.3 0.3 0.5 0.093
H 1.941 3.940 11.751 0.0 0.0 0.0 0.069
H 0.647 3.328 10.953 0.1 0.0 -0.2 0.069
C -7.404 6.666 -5.003 -0.4 -0.3 -0.8 -0.063
C -6.213 6.506 -5.939 0.0 -0.1 -0.1 -0.449
C -5.611 5.102 -5.825 -0.1 0.7 -0.4 -0.234
O -5.077 4.877 -4.558 -0.1 -0.9 0.5 -0.180
C -3.727 5.245 -4.364 -0.5 0.8 -0.9 -0.085
N -6.725 6.646 -7.310 0.3 0.0 0.0 0.024
H -8.100 5.893 -5.346 -0.1 -0.1 0.4 0.080
H -7.936 7.593 -5.227 0.2 0.2 0.3 0.071
H -7.199 6.551 -3.944 0.2 0.1 0.0 0.076
H -5.417 7.231 -5.726 0.0 0.1 0.1 0.132
H -4.857 4.981 -6.618 0.1 0.0 0.1 0.117
H -6.410 4.389 -6.049 0.0 -0.2 0.3 0.131
H -3.705 6.300 -4.067 0.3 -0.1 0.3 0.090
H -3.191 5.189 -5.320 0.2 -0.2 0.1 0.090
H -3.258 4.596 -3.635 -0.1 0.0 0.1 0.050
H -6.888 7.621 -7.530 -0.1 0.0 0.0 0.070
H -6.032 6.310 -7.971 0.0 0.1 0.0 0.063
C -3.790 -0.821 -3.256 0.8 -0.3 -0.5 -0.064
C -5.046 -0.064 -2.941 -1.2 0.4 -0.1 -0.429
C -5.713 -0.596 -1.692 0.3 -0.6 1.2 -0.231
O -6.843 0.174 -1.320 0.1 -0.1 -0.3 -0.191
C -7.514 -0.373 -0.205 0.1 0.1 0.2 -0.108
N -4.794 1.395 -2.823 0.1 -0.5 1.4 0.073
H -3.280 -0.410 -4.132 0.0 0.4 0.2 0.081
H -3.905 -1.869 -3.544 -0.5 0.0 0.4 0.076
H -3.102 -0.771 -2.407 0.0 0.0 -0.1 0.059
H -5.809 -0.203 -3.719 0.3 0.1 -0.3 0.141
H -4.990 -0.606 -0.854 0.1 0.2 -0.1 0.128
H -6.036 -1.644 -1.757 0.1 0.0 -0.5 0.124
H -7.254 0.159 0.715 0.0 0.1 -0.1 0.086
H -7.233 -1.417 -0.040 -0.2 -0.1 -0.1 0.080
H -8.585 -0.303 -0.381 0.0 0.0 0.1 0.087
H -5.559 1.723 -2.223 -0.3 0.3 -0.8 0.068
H -4.061 1.478 -2.104 0.4 0.0 -0.6 0.054



No. 4
13
Properties=species:S:1:pos:R:3:forces:R:3:lowdin_charge:R:1 method="wB97M-V/def2-TZVPD" homo_lumo_gap_ev=9.75 smiles="CC#COP(O)(O)=S" de_lowest_kj_mol=122.8
C -1.771 -0.109 -0.381 -0.4 -0.4 -0.9 -0.068
C -0.583 -0.215 -0.434 2.0 0.0 0.2 -0.098
C -3.240 0.027 -0.498 -0.4 -3.0 -1.0 -0.104
O 3.126 -0.902 -0.364 0.2 1.7 -0.2 -0.152
O 1.824 -0.388 1.736 -0.9 -0.3 -1.2 -0.157
O 0.759 -0.395 -0.571 -2.1 -0.5 0.1 -0.160
P 2.039 0.103 0.220 -0.3 2.2 1.4 0.125
S 2.477 2.054 0.064 -0.3 -2.3 0.0 0.237
H -3.809 -0.942 -0.106 1.3 1.9 -1.1 0.122
H -3.478 0.763 0.178 -1.1 1.9 1.4 0.024
H -3.606 0.319 -1.539 0.7 -0.5 1.4 0.102
H 3.715 -0.149 -0.624 0.7 -1.1 -0.5 0.054
H 2.546 -0.167 2.319 0.4 0.3 0.2 0.076



No. 5
6
Properties=species:S:1:pos:R:3:forces:R:3:lowdin_charge:R:1 method="wB97M-V/def2-TZVPD" homo_lumo_gap_ev="9.26 / 9.61" spin_multiplicity=3 de_lowest_kj_mol=0.0
N 0.082 0.041 -0.159 2.1 1.3 -0.6 -0.072
P -3.056 1.103 0.429 0.5 0.9 0.2 0.103
Cl -4.067 -0.547 0.044 -0.5 -0.9 -0.2 -0.082
H 0.038 0.949 -0.704 0.3 -1.2 1.1 0.007
H -0.223 -0.608 -0.883 0.4 -0.4 0.3 -0.014
H 1.144 -0.115 0.083 -2.8 0.2 -0.9 0.057



No. 6
23
Properties=species:S:1:pos:R:3:forces:R:3:lowdin_charge:R:1 method="wB97M-V/def2-TZVPD" homo_lumo_gap_ev=6.78 charge=+1
C 2.244 -0.543 1.094 0.2 -0.1 -1.0 -0.067
C 2.287 0.489 -0.131 1.6 0.7 -0.5 -0.285
C 2.926 -0.158 -1.468 -0.1 -2.2 -1.1 -0.147
N 3.303 -0.828 -2.384 -1.5 3.1 3.9 0.132
C 0.897 1.211 -0.481 -1.1 0.4 -1.4 -0.206
C 0.620 2.551 0.329 0.5 1.2 2.3 -0.152
N 0.523 3.494 1.062 0.2 -4.2 -3.4 0.142
C -0.389 0.214 -0.435 -0.5 0.5 1.5 -0.187
C -1.237 0.329 0.846 -2.4 -2.9 -2.2 0.013
C -2.519 -0.598 0.895 3.6 0.8 -4.8 -0.120
C -2.666 -1.448 -0.420 0.6 1.1 0.8 -0.045
C -1.680 -1.443 -1.602 -0.2 1.9 3.2 -0.052
N -0.539 -0.597 -1.583 -3.1 -0.2 3.1 0.109
H 1.535 -0.118 1.884 1.1 -0.8 -1.0 0.084
H 3.315 -0.660 1.515 -1.9 0.1 -0.7 0.108
H 1.877 -1.554 0.665 0.5 1.6 1.1 0.103
H 3.022 1.339 0.152 -1.2 -1.3 -0.5 0.151
H 0.970 1.535 -1.591 -0.2 -0.4 1.8 0.157
H -1.039 1.002 1.746 0.1 -0.9 -1.7 0.111
H -3.263 -0.620 1.769 1.4 -0.7 -0.7 0.045
H -3.592 -2.121 -0.484 1.6 1.0 0.0 0.095
H -1.889 -2.108 -2.512 0.5 1.2 1.6 0.132
Ag -4.708 0.633 1.135 0.2 0.2 -0.5 0.878



| no. | electronic energy (Ha) |
| --- | --- |
| 1 | -995.615875 |
| 2 | -2233.194563 |
| 3 | -3295.289621 |
| 4 | -1082.571576 |
| 5 | -858.040016 |
| 6 | -697.193625 |